111
Properties=species:S:1:pos:R:3:lowdin_charge:R:1 method="wB97M-V/def2-TZVPD" multiplicity=1 e_tot_ev=-85521.7947 largest_force_ev_per_a=2.68 homo_lumo_gap_ev=8.863 charge=0
C 3.01 -2.14 0.77 0.01
C 2.67 -3.41 0.46 -0.19
C 1.36 -3.85 -0.14 -0.27
P 0.26 -2.42 -0.42 1.25
C 0.91 -1.53 -1.89 -0.26
O 1.21 -0.21 -1.54 -0.15
C 2.19 0.41 -2.33 -0.24
O 3.43 0.43 -1.68 -0.09
C 3.42 1.39 -0.64 -0.21
C 4.51 1.09 0.39 -0.22
O 4.16 1.50 1.70 -0.08
C 0.10 -1.35 1.16 -0.80
O -0.27 -2.02 2.13 -0.03
O 0.33 -0.16 1.08 0.02
C -1.44 -3.13 -0.79 -0.55
F -1.99 -3.68 0.30 0.09
F -1.20 -4.20 -1.65 0.00
C -2.33 -2.12 -1.52 -0.17
C -3.65 -1.70 -0.84 -0.21
Si -3.57 -0.06 0.10 0.60
C -5.37 0.52 0.32 -0.17
C -2.89 -0.26 1.85 -0.16
C -2.69 1.29 -0.84 -0.24
C -2.27 1.20 -2.17 -0.11
C -1.58 2.23 -2.80 -0.10
C -1.31 3.40 -2.09 -0.08
C -1.76 3.53 -0.78 -0.08
C -2.43 2.49 -0.16 -0.09
H 3.34 -1.93 1.78 0.09
H 2.98 -1.30 0.08 0.05
H 3.37 -4.21 0.69 0.10
H 0.84 -4.60 0.45 0.09
H 1.54 -4.26 -1.14 0.09
H 0.14 -1.48 -2.68 0.09
H 1.77 -2.03 -2.34 0.12
H 1.89 1.45 -2.48 0.11
H 2.31 -0.05 -3.31 0.14
H 2.44 1.44 -0.15 0.11
H 3.61 2.40 -1.02 0.11
H 4.68 0.01 0.44 0.10
H 5.44 1.58 0.11 0.11
H 3.29 1.91 1.69 0.04
H -2.59 -2.61 -2.46 0.10
H -1.70 -1.27 -1.79 0.06
H -4.07 -2.46 -0.18 0.08
H -4.38 -1.56 -1.64 0.08
H -5.34 1.44 0.90 0.01
H -5.97 -0.23 0.84 0.03
H -5.78 0.76 -0.66 0.03
H -1.98 0.31 2.00 0.03
H -2.75 -1.31 2.09 0.02
H -3.62 0.13 2.56 0.03
H -2.44 0.29 -2.74 0.04
H -1.26 2.09 -3.82 0.05
H -0.76 4.18 -2.59 0.09
H -1.55 4.47 -0.30 0.07
H -2.77 2.61 0.87 0.10
C 3.15 5.33 3.00 -0.07
C 2.81 4.58 1.81 -0.24
N 2.55 4.00 0.85 0.16
H 4.04 4.92 3.48 0.04
H 3.35 6.37 2.77 0.08
H 2.34 5.31 3.73 0.07
C -2.01 -2.81 -5.28 -0.06
C -1.89 -1.38 -5.01 -0.25
N -1.80 -0.26 -4.82 0.19
H -2.08 -3.00 -6.35 0.09
H -1.16 -3.36 -4.89 0.08
H -2.91 -3.22 -4.81 0.08
C 2.22 4.81 -3.50 -0.06
C 1.52 3.70 -4.12 -0.27
N 0.97 2.82 -4.62 0.16
H 3.27 4.80 -3.75 0.08
H 1.80 5.76 -3.83 0.08
H 2.13 4.77 -2.41 0.07
C -0.52 -7.15 -2.04 -0.08
C -0.46 -8.43 -2.73 -0.28
N -0.42 -9.44 -3.27 0.13
H 0.48 -6.75 -1.86 0.08
H -1.07 -6.41 -2.62 0.06
H -1.01 -7.24 -1.07 0.08
C 7.90 2.71 2.11 -0.07
C 7.08 3.62 2.89 -0.26
N 6.43 4.33 3.51 0.14
H 8.93 2.69 2.48 0.08
H 7.51 1.69 2.17 0.08
H 7.92 3.00 1.06 0.08
C -0.61 6.48 1.33 -0.07
C 0.13 7.08 2.43 -0.27
N 0.71 7.54 3.30 0.13
H -0.23 5.48 1.10 0.06
H -1.67 6.38 1.57 0.07
H -0.53 7.08 0.43 0.09
C 0.99 -4.46 4.39 -0.06
C 1.71 -5.39 3.54 -0.28
N 2.28 -6.13 2.86 0.13
H 1.65 -4.00 5.13 0.09
H 0.55 -3.65 3.80 0.06
H 0.18 -4.95 4.92 0.06
C -2.30 -6.06 2.71 -0.07
C -1.83 -6.62 3.96 -0.29
N -1.45 -7.07 4.95 0.14
H -3.16 -6.60 2.34 0.08
H -2.58 -5.02 2.83 0.08
H -1.52 -6.11 1.95 0.07
C -6.56 4.36 1.91 -0.07
C -5.31 4.91 1.39 -0.27
N -4.33 5.34 0.98 0.15
H -7.27 5.15 2.15 0.08
H -7.02 3.70 1.18 0.08
H -6.38 3.79 2.82 0.08